Record 1
The following is a DFT calculation (ωB97M-V with the def2-TZVPD basis set) of a cluster of 7 separate species, C24H53N8O6S in total.

The calculation puts the HOMO-LUMO gap at 7.762 eV. As for the charge: +1.

Cartesian coordinates (Å):
C 0.5448 -4.4833 -2.4127
C 1.5691 -4.4174 -3.6534
S 3.2614 -3.7610 -3.2645
C 3.2871 -2.8082 -1.6768
C 2.3683 -1.4759 -1.6901
N 2.2230 -0.6512 -0.5183
C 1.2857 0.4226 -0.9087
C 0.9169 0.1929 -2.4092
N 1.6384 -1.0058 -2.8451
H -0.0848 -3.5075 -2.3991
H -0.1843 -5.3675 -2.5931
H 1.0214 -4.6700 -1.3898
H 1.0844 -3.7698 -4.4726
H 1.6758 -5.4797 -4.0664
H 2.8469 -3.4851 -0.8411
H 4.3725 -2.5916 -1.3411
H 2.6507 -0.7765 0.4110
H 0.8911 1.2703 -0.2472
H 0.2294 0.8014 -3.0919
H 1.5991 -1.3963 -3.8030
C 2.1365 0.0674 3.6704
O 2.0420 -1.1498 3.7027
N 3.2637 0.7804 3.9458
C 3.2917 2.2295 3.8822
C 4.4738 0.0687 4.3143
H 1.2775 0.7054 3.4026
H 4.0376 2.5383 3.1451
H 3.5635 2.6228 4.8647
H 2.3205 2.6272 3.5952
H 4.7520 -0.6078 3.5010
H 4.2810 -0.5232 5.2124
H 5.2883 0.7694 4.5040
C -1.9361 1.6481 -1.6016
O -1.6768 2.0756 -2.7165
N -3.0750 1.9045 -0.9025
C -3.3070 1.3571 0.4190
C -4.0908 2.7533 -1.4978
H -1.2343 0.9949 -1.0583
H -4.2114 0.7443 0.3964
H -3.4403 2.1794 1.1261
H -2.4651 0.7407 0.7412
H -4.4246 2.3052 -2.4377
H -3.6575 3.7332 -1.7107
H -4.9385 2.8666 -0.8241
C 0.8053 5.2125 3.5790
O 1.8187 4.5460 3.4465
N 0.0673 5.7380 2.5589
C -1.1285 6.5215 2.7971
C 0.4926 5.5055 1.1926
H 0.3957 5.4482 4.5743
H -1.9779 6.0300 2.3157
H -0.9922 7.5178 2.3693
H -1.3284 6.6156 3.8660
H 0.5186 4.4289 1.0042
H 1.4990 5.9093 1.0573
H -0.1923 5.9842 0.4913
C 4.7503 -3.3558 6.0634
O 4.6484 -2.2135 6.4729
N 5.9091 -3.9438 5.6443
C 5.9506 -5.3117 5.1693
C 7.1379 -3.1745 5.6757
H 3.8778 -4.0258 5.9988
H 6.6295 -5.8881 5.8028
H 6.3164 -5.3199 4.1391
H 4.9591 -5.7671 5.2004
H 7.3329 -2.8533 6.7019
H 7.0214 -2.2879 5.0472
H 7.9745 -3.7737 5.3135
C -6.8262 5.2484 0.2109
O -5.8161 4.5769 0.0772
N -7.5617 5.7773 -0.8079
C -8.7534 6.5666 -0.5687
C -7.1383 5.5428 -2.1749
H -7.2340 5.4858 1.2066
H -9.6053 6.0794 -1.0495
H -8.6125 7.5623 -0.9964
H -8.9522 6.6614 0.5003
H -7.1177 4.4664 -2.3636
H -6.1299 5.9418 -2.3107
H -7.8211 6.0250 -2.8756
C -0.5293 -7.2697 -5.6558
O 0.6443 -7.0451 -5.4117
N -1.2956 -6.5799 -6.5490
C -2.6875 -6.9080 -6.7848
C -0.6989 -5.4834 -7.2863
H -1.0787 -8.0808 -5.1512
H -2.8178 -7.1703 -7.8376
H -3.3037 -6.0374 -6.5461
H -3.0018 -7.7495 -6.1649
H 0.1484 -5.8601 -7.8647
H -0.3348 -4.7329 -6.5796
H -1.4295 -5.0307 -7.9581

Record 2
The following is a DFT calculation (ωB97M-V with the def2-TZVPD basis set) of a cluster of 7 separate species, C24H54BF4NO12P2 in total.

The calculation puts the HOMO-LUMO gap at 3.896 eV.

Cartesian coordinates (Å):
C 0.3792 1.4739 -0.2858
C -0.2616 2.9167 -0.0577
C 0.2780 3.5560 1.2179
C 1.5193 4.5386 1.2079
C 1.5459 5.4079 0.0060
C 1.2888 4.6636 -1.2904
N 0.0877 3.8069 -1.2002
O -0.6167 3.7373 -2.2663
C 2.5245 3.8835 -1.6282
C 1.0726 5.6140 -2.5615
C -1.8028 2.6929 0.0572
H -0.1539 1.0152 -0.9560
H 0.2593 0.8621 0.5586
H 1.4903 1.6036 -0.4491
H 0.4121 2.8497 2.0091
H -0.4718 4.1028 1.6271
H 2.3284 4.0276 1.0104
H 1.5737 5.1293 2.2224
H 2.4966 5.8063 -0.0178
H 0.7126 6.1329 0.1672
H 2.3294 3.2289 -2.5165
H 2.7648 3.1902 -0.7650
H 3.3283 4.3927 -1.9343
H 0.9018 5.1196 -3.5995
H 2.0574 6.3075 -2.7689
H 0.2491 6.2388 -2.3929
H -2.1982 2.0901 0.7509
H -2.2283 2.1889 -0.6505
H -2.3136 3.5792 0.1062
B -1.0746 -2.6482 0.5220
F -2.1859 -3.3258 -0.0932
F -0.0917 -3.4990 1.0047
F -0.4145 -1.8587 -0.4127
F -1.5263 -1.8740 1.5412
C 1.9783 -6.2429 0.7061
C 3.1218 -5.3012 0.1795
O 3.8934 -5.7584 -0.6766
C 3.1933 -3.8907 0.4877
H 0.9522 -5.6542 0.6858
H 2.1048 -6.2800 1.7958
H 1.8447 -7.3300 0.1303
H 2.5421 -3.6436 1.1426
H 3.2170 -3.4858 -0.3371
H 4.2315 -3.8238 0.6660
C 0.8007 -4.1392 -3.0660
C -0.5428 -4.0009 -3.9189
O -0.5349 -3.7069 -5.1656
C -1.8670 -4.0850 -3.2264
H 1.6268 -3.5898 -3.6352
H 0.9093 -5.1216 -2.9546
H 0.6273 -3.9049 -2.0384
H -2.7987 -3.7896 -3.7903
H -2.0468 -3.2128 -2.6001
H -1.8136 -5.1656 -2.7774
C -2.2106 -2.3934 4.8330
C -2.1108 -3.8831 5.0870
O -3.0978 -4.5830 4.8437
C -0.9129 -4.5643 5.5983
H -1.0810 -1.9966 4.6181
H -2.4022 -1.9634 5.8041
H -2.9149 -2.1232 4.1047
H -0.9651 -5.3477 6.3426
H -0.2735 -3.8516 6.2408
H -0.4385 -5.2293 4.8346
C -3.2661 -0.5882 -1.4367
O -3.9337 0.7252 -1.8025
P -4.7954 0.7934 -3.1697
O -4.7852 -0.3775 -3.9632
O -6.2303 0.9397 -2.6269
C -7.3123 1.0563 -3.4881
O -4.6020 2.1424 -4.0591
C -4.1834 3.3645 -3.5056
H -3.8801 -1.5937 -1.5730
H -3.0145 -0.1594 -0.4829
H -2.4627 -0.7438 -2.0044
H -8.2932 1.0782 -2.9808
H -7.1961 0.0536 -3.9186
H -7.2988 1.8482 -4.0091
H -4.7418 3.7139 -2.5606
H -3.8781 4.2608 -4.2871
H -3.2235 3.1208 -3.1915
C 5.4817 -0.8234 2.1714
O 4.3999 -0.1273 2.9416
P 3.3907 0.9263 2.3669
O 3.1272 0.6030 0.9990
O 1.9850 0.9336 3.1721
C 1.0500 -0.0949 3.0756
O 4.0765 2.3411 2.4267
C 4.9769 2.8828 1.3327
H 6.4379 -0.1502 2.3203
H 5.0081 -1.0708 1.1821
H 5.7025 -1.6352 2.8155
H 1.3073 -1.1684 2.4695
H 0.1717 0.1527 2.6099
H 0.8473 -0.3114 4.0733
H 4.6914 2.7344 0.1974
H 5.8605 2.2580 1.2999
H 5.2904 4.0264 1.5299

Record 3
The following is a DFT calculation (ωB97M-V with the def2-TZVPD basis set) of a cluster of 9 separate species, C24H54Cl6N6O6 in total.

The calculation puts the HOMO-LUMO gap at 9.114 eV. The energy relative to the best compared isomer or geometry (same formula, charge and spin) is 0.000 eV.

Cartesian coordinates (Å):
C 0.7609 7.2767 -1.7505
N 1.2572 6.5698 -2.8828
C 1.5275 5.2363 -2.8326
C 2.1052 4.6593 -4.1701
O 1.3893 4.5566 -1.8558
H 0.9667 6.7821 -0.8019
H -0.3369 7.3998 -1.8297
H 1.2579 8.2243 -1.7352
H 1.5070 7.1279 -3.7016
H 3.1294 4.2229 -4.0612
H 2.1210 5.3562 -5.0191
H 1.4291 3.7984 -4.4454
C 1.2597 -5.7721 4.2251
N 1.6242 -5.4787 2.8711
C 1.0022 -6.0986 1.8424
C 1.4375 -5.6894 0.4762
O 0.1531 -6.9343 1.9897
H 0.6069 -5.0318 4.6812
H 2.1719 -5.8861 4.8270
H 0.6833 -6.7190 4.2533
H 2.3371 -4.7553 2.7255
H 2.5184 -5.5794 0.4991
H 0.9290 -4.8068 0.1076
H 1.2836 -6.5868 -0.1585
C 0.4013 -1.1778 -4.2578
N 1.6419 -1.6948 -4.8474
C 1.9038 -3.0080 -5.0833
C 0.9239 -4.0427 -4.5867
O 2.8876 -3.3475 -5.6968
H 0.5513 -0.0983 -4.1138
H 0.3944 -1.5512 -3.2660
H -0.4724 -1.4976 -4.8520
H 2.4025 -1.0543 -5.0862
H -0.1424 -3.8023 -4.4256
H 1.4128 -4.4839 -3.6891
H 0.9130 -4.8741 -5.2845
C -0.0955 3.4279 4.1114
N 0.8398 2.4975 4.7232
C 1.3345 1.4583 4.0537
C 2.0638 0.3926 4.8598
O 1.2093 1.3563 2.8096
H -1.0998 3.1227 4.3585
H -0.0075 3.2990 3.0310
H 0.1014 4.4508 4.3462
H 0.9131 2.5235 5.6936
H 2.7095 -0.0278 4.1345
H 1.3150 -0.3395 5.0899
H 2.5887 0.7198 5.7454
C -3.8605 -2.3130 -0.9771
N -4.4091 -3.5648 -1.5419
C -3.6844 -4.6116 -1.9794
C -2.1720 -4.5541 -1.7223
O -4.2530 -5.5140 -2.5783
H -3.5277 -1.6779 -1.8224
H -2.9362 -2.4910 -0.3450
H -4.6538 -1.8017 -0.4468
H -5.3768 -3.5964 -1.8684
H -2.0301 -4.5968 -0.6511
H -1.7056 -3.6071 -2.0794
H -1.7829 -5.4246 -2.2412
C 0.1341 -2.0513 1.6387
N 0.2742 -0.6978 1.0818
C 0.0220 -0.3770 -0.2045
C 0.5352 0.9955 -0.6948
O -0.5597 -1.1143 -1.0060
H -0.8882 -2.3079 2.0562
H 0.9074 -2.0935 2.3729
H 0.3694 -2.7553 0.8065
H 0.7503 -0.0292 1.6957
H 0.0538 1.8913 -0.2430
H 0.4168 0.9661 -1.7568
H 1.5666 1.0534 -0.4026
Cl -3.3904 -0.3655 2.0656
C -2.6258 0.8489 3.0835
C -2.7438 0.6236 4.5726
Cl -1.7464 -0.8555 5.0680
H -3.0657 1.8458 2.8281
H -1.6040 1.0502 2.7417
H -3.7321 0.3293 4.8226
H -2.3359 1.4822 5.1445
Cl -2.0144 1.5784 -4.1204
C -2.2290 2.4713 -2.5434
C -2.7459 1.6371 -1.3454
Cl -3.2760 2.8767 -0.1268
H -2.8891 3.3115 -2.8134
H -1.2433 2.8907 -2.3228
H -1.9668 1.0351 -0.9398
H -3.6500 1.0573 -1.5627
Cl 4.6499 3.6638 0.7489
C 3.1472 4.6013 0.6487
C 1.8951 3.9097 1.1980
Cl 0.5990 5.1722 1.2085
H 2.9514 4.7787 -0.3880
H 3.3110 5.5394 1.1904
H 2.1289 3.5445 2.2214
H 1.5746 3.1262 0.5077

Record 4
The following is a DFT calculation (ωB97M-V with the def2-TZVPD basis set) of a structure of composition C24H54N2NaO4.

The calculation puts the HOMO-LUMO gap (alpha / beta) at 1.622 / 8.833 eV. As for the spin multiplicity: 2. The expectation value of S² is 0.750.

Cartesian coordinates (Å):
Na -26.8843 9.6467 2.1114
C -27.4259 12.9756 4.8896
C -28.4935 12.5490 3.9180
C -29.4483 13.6523 3.4622
O -27.8592 11.9031 2.8355
H -27.8799 13.4408 5.7645
H -26.8674 13.7760 4.4042
H -26.7968 12.1904 5.3089
H -29.1656 11.7997 4.3363
H -28.8842 14.3590 2.8536
H -29.7948 14.1368 4.3750
H -30.2723 13.2303 2.8867
H -27.7285 12.6277 2.2195
C -26.2996 11.5682 -0.4578
C -25.5059 10.3757 -0.9438
C -24.0428 10.7343 -1.3279
O -25.6472 9.3161 -0.0371
H -27.3294 11.3480 -0.1764
H -26.3286 12.2695 -1.2918
H -25.8109 12.1585 0.3173
H -26.0184 10.0465 -1.8477
H -23.5354 9.7967 -1.5550
H -23.5369 11.2534 -0.5139
H -23.9309 11.5156 -2.0797
H -25.4182 8.4941 -0.4769
C -25.2345 6.8508 3.7765
C -23.9992 7.8016 3.9402
C -23.0660 7.4576 2.7971
C -21.9363 8.4532 2.5163
C -22.5822 9.7888 2.2743
C -23.5508 10.2907 3.4116
N -24.5262 9.1864 3.7407
O -25.6674 9.5419 4.5587
C -22.8190 10.6127 4.7217
C -24.2802 11.5745 3.0012
C -23.3331 7.4733 5.3524
H -26.0017 7.0276 4.5303
H -25.0112 5.7946 3.6256
H -25.7413 7.2048 2.8787
H -22.8245 6.3954 2.8376
H -23.6282 7.3862 1.8660
H -21.3241 8.1290 1.6748
H -21.1992 8.4718 3.3190
H -23.0938 9.6953 1.3164
H -21.8370 10.5816 2.2092
H -23.5153 11.0024 5.4642
H -22.2694 9.8543 5.2792
H -22.1292 11.4374 4.5423
H -24.7363 12.0748 3.8555
H -23.5630 12.2528 2.5391
H -24.9821 11.3907 2.1878
H -23.2560 6.3937 5.4817
H -23.8621 7.9454 6.1802
H -22.2650 7.6804 5.2859
H -25.2803 9.7214 5.4187
C -28.9289 8.6707 4.5214
C -29.8868 8.0906 3.3889
C -31.2278 8.9697 3.5363
C -32.2028 9.0630 2.3447
C -31.4189 9.4079 1.1028
C -30.1979 8.4873 0.8284
N -29.2739 8.3362 2.0215
O -28.1772 7.6022 1.7697
C -30.6873 7.1040 0.2847
C -29.3909 9.0803 -0.3449
C -30.2465 6.5671 3.6785
H -29.4469 8.8244 5.4681
H -28.5768 9.6544 4.2109
H -28.0480 8.0395 4.6382
H -31.8269 8.5910 4.3644
H -30.8903 9.9541 3.8605
H -32.9221 9.8641 2.5149
H -32.7365 8.1242 2.1964
H -31.1267 10.4572 1.1443
H -32.0911 9.3808 0.2452
H -31.2787 7.1948 -0.6264
H -29.8810 6.4131 0.0382
H -31.3527 6.6073 0.9908
H -30.0256 9.4096 -1.1676
H -28.7791 9.9528 -0.1156
H -28.7123 8.3188 -0.7292
H -29.4103 5.9620 4.0287
H -30.8568 6.0813 2.9171
H -30.9678 6.5802 4.4956
H -28.5427 6.7145 1.7628

Record 5
The following is a DFT calculation (ωB97M-V with the def2-TZVPD basis set) of a structure of composition C24H54N2O4PtS2Si.

The calculation puts the HOMO-LUMO gap (alpha / beta) at 8.300 / 6.785 eV. As for the charge: +2. The energy relative to the best compared isomer or geometry (same formula, charge and spin) is 0.386 eV. As for the spin multiplicity: 3. The expectation value of S² is 2.011.

Cartesian coordinates (Å):
Pt -0.4898 -0.7202 0.7317
C 1.6514 3.2058 -1.2771
C 1.9012 1.8248 -0.6889
C 2.1470 1.9278 0.8199
C 3.0613 1.1492 -1.4136
O 0.7291 0.9982 -0.8506
Si -0.2425 0.8083 -2.1504
S -1.3288 -0.9361 -1.3402
O -1.2380 1.9962 -2.5226
C -2.3757 2.6741 -1.9813
C -3.6323 2.0261 -2.5596
C -2.4038 2.5731 -0.4581
C -2.2412 4.1304 -2.4240
O 0.6172 0.3311 -3.4015
C 0.3747 0.1880 -4.8188
C 0.4827 1.5645 -5.4649
C -1.0047 -0.4138 -5.0581
C 1.4580 -0.7632 -5.3206
H 2.5247 3.8330 -1.1285
H 0.7999 3.6779 -0.7942
H 1.4432 3.1317 -2.3391
H 3.1536 2.2789 1.0281
H 2.0012 0.9589 1.2994
H 1.4432 2.6354 1.2569
H 3.9627 1.7496 -1.3356
H 2.7998 1.0301 -2.4596
H 3.2567 0.1643 -0.9974
H -3.6747 0.9752 -2.2772
H -3.6380 2.0989 -3.6439
H -4.5099 2.5324 -2.1706
H -2.4862 1.5278 -0.1535
H -3.2682 3.1167 -0.0876
H -1.5056 3.0074 -0.0287
H -2.1997 4.1838 -3.5078
H -1.3245 4.5595 -2.0269
H -3.0894 4.7080 -2.0710
H -0.2210 2.2415 -4.9884
H 0.2436 1.4873 -6.5202
H 1.4874 1.9636 -5.3592
H -1.7796 0.2847 -4.7588
H -1.1167 -1.3350 -4.4894
H -1.1215 -0.6364 -6.1140
H 2.4467 -0.3629 -5.1163
H 1.3519 -0.9071 -6.3902
H 1.3554 -1.7257 -4.8238
C 1.5444 -4.9469 1.6004
C 0.5617 -3.7525 1.6406
N 1.0743 -2.6672 0.8153
C 2.3259 -2.1758 1.3753
C 3.3491 -3.3300 1.4685
N 2.7444 -4.5289 0.8378
C 2.3801 -4.2265 -0.5686
C 1.2859 -3.1350 -0.5514
H 1.0988 -5.8130 1.1089
H 1.8500 -5.2470 2.6031
H 0.4374 -3.3800 2.6589
H -0.4204 -4.0451 1.2660
H 2.1217 -1.7537 2.3615
H 2.6945 -1.3728 0.7350
H 3.5939 -3.5679 2.5048
H 4.2765 -3.0849 0.9502
H 3.4266 -5.2931 0.8483
H 2.0294 -5.1398 -1.0520
H 3.2738 -3.8901 -1.0971
H 0.3375 -3.5163 -0.9331
H 1.5721 -2.2840 -1.1734
C 0.5875 2.2305 4.9473
C -0.8879 2.4555 4.6365
C -1.2572 2.0836 3.2086
S -1.3835 0.2961 2.8001
O -0.0334 -0.3347 2.9941
C -2.4550 -0.3618 4.1382
C -2.7101 -1.8457 3.9023
C -3.9375 -2.3128 4.6803
H 0.8145 2.5897 5.9480
H 1.2130 2.7781 4.2454
H 0.8482 1.1757 4.8909
H -1.1189 3.5173 4.7653
H -1.5093 1.9091 5.3471
H -0.5113 2.4700 2.5130
H -2.2364 2.4695 2.9257
H -3.3822 0.2089 4.0688
H -1.9689 -0.1919 5.0972
H -1.8365 -2.4198 4.2189
H -2.8629 -2.0210 2.8305
H -3.7974 -2.1593 5.7477
H -4.1146 -3.3710 4.5082
H -4.8185 -1.7591 4.3631